1.
{
  "formula": "C4H8O2",
  "method": "ωB97M-V with the def2-TZVPD basis set",
  "species": ["C", "C", "O", "C", "C", "O", "H", "H", "H", "H", "H", "H", "H", "H"],
  "xyz": [[-1.471829, 0.286499, -0.210805], [-0.735432, -1.033962, -0.144910], [0.342335, -0.916937, 0.734012], [1.488467, -0.314137, 0.187818], [0.785579, 1.187504, 0.219261], [-0.465903, 1.246567, -0.510715], [-2.226385, 0.314274, -1.017692], [-2.002360, 0.494966, 0.736949], [-1.297737, -1.848861, 0.296179], [-0.363275, -1.293167, -1.147763], [2.298293, -0.881469, 0.754826], [1.725795, -0.647033, -0.852532], [0.556212, 1.475499, 1.263944], [1.366244, 1.930256, -0.308578]],
  "forces_ev_per_angstrom": [[0.29, -0.22, 0.12], [-0.45, -0.41, -0.09], [0.02, -2.04, 0.34], [-1.41, 0.61, -0.08], [1.14, -0.35, -0.07], [0.58, -0.22, -0.10], [0.47, 0.05, 0.24], [0.39, 0.08, -0.14], [-0.63, -0.14, -0.38], [-0.22, -0.12, 0.11], [-0.32, 2.32, -0.01], [-0.70, 0.41, 0.28], [0.57, -0.30, -0.41], [0.28, 0.34, 0.19]],
  "nbo_charge": [-0.09, -0.09, -0.55, -0.13, -0.06, -0.54, 0.19, 0.17, 0.19, 0.17, 0.22, 0.16, 0.18, 0.18],
  "e_tot_ev": -8370.35341,
  "e_homo_ev": -9.042,
  "de_lowest_kj_mol": 282.5,
  "smiles": "C1COCCO1",
  "largest_force_ev_per_a": 2.34,
  "homo_lumo_gap_ev": 10.165
}

=====

2.
{
  "formula": "C4H8O2",
  "method": "ωB97M-V with the def2-TZVPD basis set",
  "species": ["C", "C", "O", "C", "C", "O", "H", "H", "H", "H", "H", "H", "H", "H"],
  "xyz": [[-0.878258, 0.380224, -1.132283], [-0.014778, 0.753976, 0.061267], [-0.711802, 1.755037, 0.775847], [0.304168, -0.482498, 0.945433], [1.669491, -0.959790, 0.520459], [1.582249, -1.948718, -0.331273], [-1.872064, 0.073942, -0.788788], [-0.429629, -0.446124, -1.695089], [-0.992347, 1.234529, -1.804942], [-0.097975, 2.140095, 1.413953], [0.338933, -0.168176, 1.993526], [-0.497999, -1.239687, 0.846270], [0.941614, 1.156920, -0.306909], [0.658391, -2.249728, -0.497475]],
  "forces_ev_per_angstrom": [[-0.01, -0.03, -0.01], [0.13, -0.18, -0.28], [0.10, 0.16, 0.26], [0.02, 0.04, 0.05], [-0.32, -0.20, -0.11], [-0.05, 0.04, 0.11], [0.14, 0.02, -0.04], [-0.06, 0.14, 0.05], [0.02, -0.11, 0.10], [-0.18, 0.00, -0.07], [0.07, -0.01, -0.16], [0.15, 0.07, -0.04], [-0.14, -0.01, 0.07], [0.13, 0.06, 0.07]],
  "nbo_charge": [-0.62, 0.10, -0.71, -0.60, 0.30, -0.63, 0.22, 0.20, 0.22, 0.47, 0.24, 0.18, 0.17, 0.45],
  "e_tot_ev": -8369.83375,
  "e_homo_ev": -8.725,
  "de_lowest_kj_mol": 332.7,
  "largest_force_ev_per_a": 0.39,
  "homo_lumo_gap_ev": 9.546
}

=====

3.
{
  "formula": "C4H8O2",
  "method": "ωB97M-V with the def2-TZVPD basis set",
  "species": ["C", "C", "O", "H", "H", "H", "H", "C", "C", "O", "H", "H", "H", "H"],
  "xyz": [[-0.437187, 1.560210, -1.803642], [-1.118147, 0.675166, -1.080638], [-1.329002, -0.595439, -1.511045], [0.001641, 1.264133, -2.751531], [-0.344033, 2.591072, -1.482340], [-1.554733, 0.935720, -0.113261], [-1.452614, -1.173835, -0.738191], [1.225900, -0.470521, 1.832430], [0.455421, -1.132058, 0.733637], [-0.620198, -1.671888, 0.904420], [1.579730, 0.508943, 1.492431], [0.592530, -0.368435, 2.715719], [2.107757, -1.073471, 2.077570], [0.898945, -1.085424, -0.279202]],
  "forces_ev_per_angstrom": [[-0.09, -0.09, 0.01], [0.08, 0.30, -0.05], [-0.07, -0.02, 0.03], [-0.07, 0.08, 0.09], [-0.01, -0.18, 0.03], [0.03, -0.07, -0.19], [-0.03, 0.04, -0.16], [-0.05, 0.02, 0.07], [-0.22, -0.12, 0.18], [0.44, 0.22, -0.03], [-0.03, -0.15, 0.05], [0.14, -0.02, -0.07], [-0.08, 0.06, -0.06], [-0.04, -0.08, 0.12]],
  "nbo_charge": [-0.52, 0.13, -0.71, 0.21, 0.21, 0.17, 0.50, -0.73, 0.45, -0.57, 0.24, 0.24, 0.24, 0.13],
  "e_tot_ev": -8371.44759,
  "e_homo_ev": -8.989,
  "de_lowest_kj_mol": 177.0,
  "smiles": "C=CO.CC=O",
  "largest_force_ev_per_a": 0.49,
  "homo_lumo_gap_ev": 9.807
}

=====

4.
{
  "formula": "C4H8O2",
  "method": "ωB97M-V with the def2-TZVPD basis set",
  "species": ["C", "O", "C", "C", "C", "O", "H", "H", "H", "H", "H", "H", "H", "H"],
  "xyz": [[0.441937, -0.358136, 2.403554], [0.946665, 0.203926, 1.220783], [-0.070566, 0.472908, 0.292956], [0.540075, 1.377303, -0.776777], [-0.320592, -0.226578, -2.419472], [0.312476, 1.011443, -2.005819], [-0.119576, 0.385131, 2.989650], [-0.223532, -1.212410, 2.199939], [1.294821, -0.708605, 2.988611], [-0.867772, 1.096862, 0.744867], [-0.546861, -0.475100, -0.014054], [0.290147, -1.070675, -2.092527], [-1.333785, -0.313088, -2.023548], [-0.343437, -0.182980, -3.508165]],
  "forces_ev_per_angstrom": [[-0.07, -0.14, 0.31], [0.05, 0.04, -0.02], [-0.08, 0.04, -0.13], [-0.21, -0.27, -0.16], [-0.13, -0.21, -0.05], [0.14, 0.24, 0.30], [0.06, -0.09, -0.08], [0.12, 0.10, 0.00], [-0.12, 0.07, -0.05], [0.09, -0.02, -0.11], [0.15, 0.11, -0.02], [-0.11, 0.08, -0.05], [0.12, 0.05, -0.10], [-0.01, -0.01, 0.17]],
  "nbo_charge": [-0.25, -0.52, -0.24, 0.32, -0.29, -0.47, 0.17, 0.16, 0.20, 0.19, 0.15, 0.20, 0.19, 0.21],
  "e_tot_ev": -8368.57531,
  "e_homo_ev": -8.286,
  "de_lowest_kj_mol": 454.1,
  "largest_force_ev_per_a": 0.41,
  "homo_lumo_gap_ev": 9.062
}

=====

5.
{
  "formula": "C4H8O2",
  "method": "ωB97M-V with the def2-TZVPD basis set",
  "species": ["C", "C", "O", "C", "C", "O", "H", "H", "H", "H", "H", "H", "H", "H"],
  "xyz": [[1.573846, 0.249842, 0.741279], [1.033649, -0.963259, 0.662139], [-0.198441, -1.357178, 1.092608], [-1.295444, -0.609169, 0.657842], [-1.041824, -0.078549, -0.720979], [-1.451465, 1.015816, -1.011670], [1.102014, 1.114289, 1.201196], [2.623774, 0.349427, 0.500237], [1.562548, -1.853336, 0.336172], [-1.534926, 0.232497, 1.315351], [-2.150362, -1.297345, 0.633780], [-0.567368, -0.769340, -1.453852], [0.544122, 2.000773, -2.009473], [-0.200124, 1.965529, -1.944636]],
  "forces_ev_per_angstrom": [[0.09, -0.31, 0.37], [0.50, -0.08, 0.59], [0.04, -0.61, 0.10], [-0.12, 0.13, 0.19], [-1.06, 0.37, -0.16], [-0.41, -0.58, -0.05], [-0.20, -0.21, -0.27], [-0.11, 0.04, -0.28], [0.37, 0.29, -0.11], [0.04, -0.04, -0.01], [0.04, 0.18, -0.02], [0.03, 0.29, 0.15], [0.15, 0.26, -0.21], [0.63, 0.25, -0.29]],
  "nbo_charge": [-0.49, 0.13, -0.51, -0.17, 0.42, -0.51, 0.22, 0.22, 0.19, 0.19, 0.21, 0.13, -0.06, 0.04],
  "e_tot_ev": -8369.60160,
  "e_homo_ev": -9.473,
  "de_lowest_kj_mol": 355.1,
  "smiles": "C=COCC=O.[H][H]",
  "largest_force_ev_per_a": 1.13,
  "homo_lumo_gap_ev": 10.311
}

=====

6.
{
  "formula": "C4H8O2",
  "method": "ωB97M-V with the def2-TZVPD basis set",
  "species": ["C", "C", "C", "O", "C", "O", "H", "H", "H", "H", "H", "H", "H", "H"],
  "xyz": [[-1.688161, -0.131514, -0.271755], [-0.436302, 0.653863, 0.028212], [0.677676, -0.069211, 0.696489], [0.757522, -1.329667, 1.069502], [0.923610, 0.394896, -0.688250], [1.093897, -0.655501, -1.566058], [-2.138598, 0.192203, -1.215019], [-1.457495, -1.197321, -0.342301], [-2.424032, 0.001359, 0.527970], [-0.559331, 1.711930, 0.256032], [1.282032, 0.747649, 1.614262], [1.284881, -0.156781, 1.819340], [1.499882, 1.284058, -0.932327], [1.184418, -1.445962, -0.996096]],
  "forces_ev_per_angstrom": [[-0.04, -0.05, 0.01], [-0.11, 0.05, 0.01], [-0.02, 0.10, 0.04], [-0.04, -0.07, -0.04], [0.09, 0.25, -0.02], [0.02, -0.16, 0.09], [0.09, -0.03, 0.12], [-0.04, 0.15, 0.00], [0.11, -0.02, -0.11], [0.05, -0.17, -0.05], [-0.04, 0.01, -0.09], [0.09, 0.03, 0.15], [-0.11, -0.14, 0.07], [-0.04, 0.05, -0.17]],
  "nbo_charge": [-0.61, -0.28, 0.19, -0.79, 0.06, -0.69, 0.22, 0.24, 0.22, 0.23, 0.10, 0.44, 0.20, 0.49],
  "e_tot_ev": -8367.29323,
  "e_homo_ev": -9.074,
  "de_lowest_kj_mol": 577.8,
  "largest_force_ev_per_a": 0.27,
  "homo_lumo_gap_ev": 9.429
}

=====

7.
{
  "formula": "C4H8O2",
  "method": "ωB97M-V with the def2-TZVPD basis set",
  "species": ["O", "C", "C", "H", "H", "H", "H", "O", "C", "C", "H", "H", "H", "H"],
  "xyz": [[-1.375470, 0.109718, -3.575894], [-1.037350, 0.894958, -2.745262], [0.262613, 1.638291, -2.685628], [-1.785808, 1.191813, -1.968702], [1.094678, 1.253323, -3.259702], [-0.081956, 2.624104, -3.036533], [0.459329, 1.756875, -1.621182], [0.953153, -2.949823, 2.127996], [0.465773, -1.860891, 2.009970], [0.282133, -0.953308, 3.171758], [0.258217, -1.514919, 0.977353], [-0.171216, -1.531799, 3.983894], [1.148005, -0.476897, 3.624556], [-0.472103, -0.181441, 2.997376]],
  "forces_ev_per_angstrom": [[0.10, -0.18, 0.05], [-0.16, -0.09, -0.29], [-0.60, 0.54, 0.52], [0.06, -0.12, -0.05], [-0.16, -0.20, -0.15], [0.40, 0.02, -0.07], [0.37, 0.04, -0.03], [-0.30, 0.03, -0.18], [1.35, -0.28, 0.07], [-1.77, 0.55, 1.27], [-0.32, 0.13, -0.02], [0.27, -0.27, -0.09], [0.49, -0.23, -0.56], [0.28, 0.06, -0.47]],
  "mulliken_spin": [0.48, -0.03, 0.09, 0.07, 0.00, -0.01, 0.00, 0.32, -0.02, 0.05, 0.04, 0.00, 0.00, 0.00],
  "e_tot_ev": -8361.30084,
  "e_homo_ev": [-15.449, -12.507],
  "de_lowest_kj_mol": 185.9,
  "spin_multiplicity": 2,
  "charge": 1,
  "largest_force_ev_per_a": 2.24,
  "homo_lumo_gap_ev": [11.190, 2.282]
}

=====

8.
{
  "formula": "C4H8O2",
  "method": "ωB97M-V with the def2-TZVPD basis set",
  "species": ["O", "C", "C", "H", "H", "H", "H", "C", "C", "O", "H", "H", "H", "H"],
  "xyz": [[2.834492, -1.574265, -1.900615], [2.248872, -1.757464, -0.800791], [2.883511, -1.840305, 0.478715], [1.085542, -1.692254, -0.918563], [3.137685, -2.893976, 0.665316], [2.339006, -1.722142, 1.349996], [3.701463, -1.121289, 0.476442], [-2.187236, 2.324479, -0.290789], [-2.253955, 1.742765, 0.962898], [-3.426395, 1.233853, 1.186587], [-1.393312, 2.232254, -0.990314], [-3.137190, 2.333869, -0.960926], [-1.661191, 1.884246, 1.866901], [-3.483920, 0.885741, 2.123180]],
  "forces_ev_per_angstrom": [[-1.26, -0.80, 3.68], [-1.63, 1.75, -5.66], [1.92, -0.99, 0.30], [1.47, -0.54, 0.69], [0.95, 0.16, -0.51], [-1.93, 1.01, 1.38], [0.48, -0.59, 0.14], [-1.70, -1.10, -3.12], [-2.05, 0.87, 1.18], [0.39, -0.71, 1.55], [1.53, 0.66, 0.24], [1.19, 0.30, 1.83], [0.88, -0.26, -0.66], [-0.25, 0.25, -1.03]],
  "mulliken_spin": [0.00, 0.00, 0.00, 0.00, 0.00, 0.00, 0.00, 0.54, 0.19, 0.19, 0.03, 0.03, 0.01, -0.01],
  "e_tot_ev": -8360.80565,
  "e_homo_ev": [-12.177, -12.176],
  "de_lowest_kj_mol": 233.7,
  "spin_multiplicity": 2,
  "charge": 1,
  "largest_force_ev_per_a": 6.14,
  "homo_lumo_gap_ev": [6.266, 3.449]
}